[1]
38
Properties=species:S:1:pos:R:3:forces:R:3:mulliken_charge:R:1 method="wB97M-V/def2-TZVPD" total_energy_ha=-3303.26979 multiplicity=3 largest_force_ev_per_a=4.28 orbital_gap_ev="6.17 / 5.32" total_charge=-2 s2=2.044
C -2.428 -1.255 -1.719 -1.5 1.8 -1.6 -0.308
C -1.985 -1.435 -3.150 0.1 0.7 0.8 -0.716
C -1.593 -0.122 -3.617 -0.9 -0.7 0.4 -0.335
H -1.982 -2.369 -3.740 -0.2 0.5 0.3 0.485
C -1.963 0.831 -2.639 0.2 -0.2 0.0 -0.685
C -2.422 0.172 -1.471 -0.1 -1.0 -0.8 -0.365
H -2.670 0.673 -0.529 0.2 -0.4 -0.5 0.408
H -2.668 -2.054 -1.011 -0.7 0.4 -0.3 0.337
H -1.100 0.105 -4.576 -0.4 -0.2 0.5 0.457
H -1.854 1.920 -2.776 0.1 -0.7 0.3 0.366
Ni -0.697 -2.085 -1.734 2.9 -0.2 0.8 0.084
Cl 0.242 -2.485 0.245 0.0 -0.4 -0.3 -0.639
C 2.502 0.104 -1.251 -0.6 -1.1 0.2 -0.458
C 2.196 1.352 -1.839 0.0 -1.3 0.6 -0.306
C 1.783 1.092 -3.197 -0.7 -2.4 -1.6 -0.269
H 2.076 2.296 -1.309 0.3 -0.3 -0.1 0.387
C 1.800 -0.317 -3.399 -1.4 1.5 -1.0 -0.459
C 2.129 -0.941 -2.149 1.6 0.0 1.1 -0.626
H 2.227 -2.056 -1.948 -0.2 1.7 -0.3 0.474
H 2.755 -0.147 -0.221 0.0 0.6 -0.4 0.417
H 1.272 1.771 -3.896 0.6 -0.2 0.4 0.383
H 1.368 -0.931 -4.230 0.5 1.1 0.6 0.401
O 2.382 2.472 3.331 0.8 1.2 0.5 -0.698
S 2.149 1.219 2.686 -1.6 -2.9 -2.7 0.960
O 3.179 0.171 2.745 -0.4 1.4 0.3 -0.679
N 1.529 1.316 1.174 0.7 1.3 0.9 -0.290
C 0.182 1.101 1.096 1.1 0.6 -1.4 0.215
O -0.537 1.417 0.134 0.7 -0.4 1.5 -0.627
C -0.279 0.441 2.339 -0.8 -0.3 1.1 0.205
C -1.498 -0.172 2.606 0.6 0.3 0.2 -0.058
C -1.770 -0.599 3.906 0.5 0.1 0.4 -0.620
C -0.814 -0.415 4.940 0.4 0.2 -0.5 -0.338
C 0.448 0.156 4.649 -0.8 -0.2 -0.2 -0.577
C 0.663 0.545 3.339 -0.1 -0.3 1.0 0.121
H -2.140 -0.290 1.752 -0.5 -0.2 0.0 0.327
H -2.728 -1.081 4.122 0.3 0.1 0.0 0.350
H -1.016 -0.720 5.966 -0.2 0.0 -0.2 0.324
H 1.259 0.319 5.373 -0.6 -0.3 -0.1 0.351

[2]
39
Properties=species:S:1:pos:R:3:forces:R:3:mulliken_charge:R:1 method="wB97M-V/def2-TZVPD" total_energy_ha=-1315.59842 largest_force_ev_per_a=2.89 orbital_gap_ev=8.29
F -2.347 1.564 1.306 0.3 -0.6 0.1 -0.312
C -1.233 0.828 1.488 -0.8 -0.1 0.3 -0.088
C -1.259 -0.465 1.812 -0.7 0.0 -0.2 0.182
F -2.413 -1.154 1.990 0.8 0.5 -0.1 -0.308
C -0.010 -1.226 2.020 0.0 -1.9 1.0 0.412
O -0.015 -2.385 2.450 0.0 1.9 -0.9 -0.593
C 1.247 -0.507 1.733 0.7 0.0 -0.2 0.377
F 2.389 -1.224 1.871 -0.7 0.5 -0.1 -0.317
C 1.240 0.782 1.381 0.8 -0.1 0.3 -0.380
F 2.359 1.485 1.120 -0.4 -0.6 0.2 -0.334
C 0.018 1.685 1.462 0.1 -1.3 1.5 1.474
O 0.090 2.479 2.476 -0.1 0.5 -0.3 -0.919
C 0.081 6.583 -2.362 0.2 -0.1 0.1 -0.878
C -0.292 5.906 -1.037 -0.3 0.8 0.2 -0.663
C -0.166 4.423 -1.083 -0.2 -0.8 0.3 0.440
C 0.000 3.738 -2.307 -0.3 0.1 0.0 1.114
N -0.020 4.401 -3.500 0.2 -0.2 0.2 -0.041
C -0.415 5.793 -3.566 -0.2 0.5 0.2 -0.627
C -0.149 3.688 -4.756 -0.2 -0.3 -0.3 -0.614
C 0.580 2.353 -4.736 0.3 0.0 0.1 -0.908
C 0.246 1.519 -3.496 -0.1 -0.6 -0.6 -0.791
C 0.124 2.332 -2.252 0.0 -0.4 0.8 0.145
C 0.117 1.690 -1.025 0.1 0.6 -0.3 -0.575
N -0.036 2.362 0.137 -0.4 1.7 -2.3 0.006
C -0.257 3.693 0.092 0.6 0.0 -0.3 -1.209
H -0.335 7.594 -2.397 0.1 -0.1 0.0 0.368
H 1.173 6.673 -2.414 -0.2 0.0 -0.1 0.319
H 0.356 6.295 -0.241 -0.2 0.0 -0.1 0.419
H -1.319 6.177 -0.748 0.2 -0.1 -0.1 0.351
H -1.516 5.879 -3.642 0.2 -0.1 0.0 0.306
H 0.001 6.215 -4.491 -0.1 -0.1 0.2 0.400
H -1.218 3.532 -4.998 0.2 0.1 0.1 0.305
H 0.263 4.332 -5.545 -0.1 -0.2 0.2 0.401
H 0.325 1.795 -5.641 0.1 0.1 0.1 0.373
H 1.660 2.533 -4.761 -0.1 0.1 0.0 0.327
H -0.690 0.960 -3.658 0.2 0.2 0.0 0.350
H 1.027 0.762 -3.355 -0.2 0.1 -0.1 0.447
H 0.241 0.608 -0.945 0.0 0.3 0.0 0.512
H -0.463 4.173 1.044 0.3 -0.3 0.1 0.527

[3]
43
Properties=species:S:1:pos:R:3:forces:R:3:mulliken_charge:R:1 method="wB97M-V/def2-TZVPD" total_energy_ha=-4607.32704 largest_force_ev_per_a=1.92 orbital_gap_ev="4.55 / 4.73" total_charge=+1
Au -0.402 -1.110 0.517 0.2 1.1 -0.3 0.625
O -0.360 -0.813 2.925 0.0 -0.3 0.2 -0.703
N -0.600 0.371 3.360 0.1 0.4 -0.2 0.583
C -0.777 0.538 4.696 -0.1 0.0 0.3 -0.329
C -1.050 1.759 5.248 0.0 0.1 -0.1 -0.638
C -1.166 2.879 4.423 0.1 -0.1 0.0 -0.303
C -0.997 2.714 3.070 -0.1 -0.1 -0.1 -0.765
C -0.699 1.458 2.531 -0.1 -0.2 0.3 0.923
S -0.449 1.348 0.833 -0.1 -1.1 -0.6 -0.237
H -0.681 -0.365 5.279 0.0 -0.1 -0.1 0.433
H -1.173 1.839 6.318 0.0 -0.1 0.0 0.416
H -1.380 3.854 4.836 0.0 0.0 0.0 0.410
H -1.071 3.551 2.389 0.0 0.0 0.0 0.375
Br 6.409 -3.074 -1.723 0.0 0.0 0.0 -0.169
C 5.714 -1.903 -0.416 0.1 0.1 0.1 -0.079
C 6.577 -1.200 0.419 -0.2 -0.2 -0.2 -0.116
N 6.127 -0.372 1.349 0.4 0.3 0.4 -0.600
C 4.826 -0.183 1.492 -0.2 -0.2 -0.3 -0.250
C 3.898 -0.839 0.689 -0.4 0.1 -0.1 0.120
C 4.350 -1.725 -0.278 0.1 -0.1 0.0 -0.204
C 2.421 -0.555 0.860 1.2 0.9 1.2 0.886
O 2.072 0.317 1.653 0.0 -0.7 -0.5 -0.523
O 1.658 -1.302 0.139 -1.6 -0.1 0.1 -0.854
H 7.651 -1.310 0.337 0.0 0.0 0.0 0.384
H 4.492 0.501 2.261 0.0 0.0 0.0 0.436
H 3.646 -2.258 -0.900 0.0 0.0 0.0 0.505
C -2.844 2.294 -3.227 0.0 0.1 0.1 -1.395
C -2.868 0.833 -2.946 0.0 0.1 0.0 0.855
C -2.920 -0.156 -3.894 0.0 -0.3 0.0 -0.708
C -2.928 -1.494 -3.472 0.0 0.4 -0.1 0.851
N -2.864 -1.810 -2.174 0.1 -0.1 0.3 -0.444
C -2.798 -0.858 -1.272 -0.2 0.2 -0.6 0.104
S -2.740 -1.215 0.426 0.8 0.0 0.6 -0.197
N -2.827 0.450 -1.648 0.0 -0.2 -0.2 -0.008
C -2.988 -2.626 -4.429 0.0 -0.1 0.0 -1.178
H -2.880 2.490 -4.294 0.0 0.0 0.0 0.375
H -1.936 2.740 -2.818 0.0 0.0 0.0 0.357
H -3.696 2.784 -2.751 0.0 0.0 0.0 0.364
H -2.960 0.095 -4.943 0.0 0.0 0.0 0.377
H -2.783 1.154 -0.920 0.1 0.0 0.1 0.304
H -3.044 -2.292 -5.461 0.0 0.0 0.0 0.356
H -3.851 -3.250 -4.193 0.0 0.0 0.0 0.333
H -2.109 -3.259 -4.292 0.0 0.0 0.0 0.326

[4]
40
Properties=species:S:1:pos:R:3:forces:R:3:mulliken_charge:R:1 method="wB97M-V/def2-TZVPD" total_energy_ha=-1539.53266 largest_force_ev_per_a=0.38 orbital_gap_ev=7.83 total_charge=+1
Au 0.051 0.067 -1.128 0.1 -0.2 0.3 0.955
O 0.555 -3.179 -3.430 0.0 0.0 0.0 -0.650
C 0.645 -2.242 -2.671 0.0 0.0 0.0 -0.012
N -0.360 -1.680 -1.962 0.1 0.0 0.0 -0.364
C -1.757 -1.995 -2.156 0.0 0.0 -0.1 -0.626
C -2.590 -0.980 -1.414 0.1 0.0 0.1 0.637
C -3.966 -1.078 -1.327 0.0 0.0 0.0 -0.803
C -4.674 -0.142 -0.596 0.0 0.0 0.0 -0.144
C -3.995 0.880 0.051 0.0 0.0 0.0 -0.948
C -2.626 0.955 -0.074 -0.1 0.0 0.0 0.146
N -1.951 0.045 -0.798 0.0 0.2 -0.2 -0.232
C 1.979 -1.566 -2.372 -0.1 0.0 0.1 0.775
C 3.161 -2.063 -2.863 0.0 0.0 0.0 -0.537
C 4.348 -1.432 -2.508 0.0 0.0 0.0 -0.169
C 4.312 -0.339 -1.661 0.0 0.0 0.0 -0.925
C 3.092 0.133 -1.208 0.0 0.1 0.0 0.215
N 1.960 -0.471 -1.576 -0.1 0.0 -0.3 -0.223
H -1.991 -2.995 -1.780 0.0 0.0 0.0 0.371
H -2.024 -1.987 -3.218 0.0 0.0 0.0 0.352
H -4.469 -1.894 -1.828 0.0 0.0 0.0 0.436
H -5.751 -0.212 -0.525 0.0 0.0 0.0 0.439
H -4.516 1.619 0.642 0.0 0.0 0.0 0.425
H -2.038 1.735 0.391 0.0 0.0 0.0 0.413
H 3.123 -2.934 -3.503 0.0 0.0 0.0 0.474
H 5.293 -1.800 -2.884 0.0 0.0 0.0 0.455
H 5.217 0.160 -1.348 0.0 0.0 0.0 0.409
H 2.993 0.979 -0.544 0.0 0.0 0.0 0.469
C -1.068 2.180 4.492 0.0 0.0 0.0 -1.250
C 0.036 1.868 3.533 0.0 0.0 0.0 0.886
C 1.257 1.349 3.945 0.0 0.0 0.0 -0.636
C 2.189 1.062 2.967 0.0 0.0 0.1 -0.327
N 1.963 1.293 1.674 0.0 0.0 0.0 -0.249
C 0.774 1.810 1.382 0.0 0.0 0.0 0.233
S 0.473 2.205 -0.336 0.0 0.1 0.0 -0.420
N -0.202 2.089 2.235 0.0 0.0 -0.1 -0.402
H -0.683 2.364 5.494 0.0 0.0 0.0 0.386
H -1.758 1.336 4.547 0.0 0.0 0.0 0.268
H -1.626 3.048 4.148 0.0 0.0 0.0 0.347
H 1.469 1.174 4.990 0.0 0.0 0.0 0.387
H 3.154 0.638 3.218 0.0 0.0 0.0 0.436

The evaluated relative energy (zero: lowest compared OMol25 entry of this formula, charge and spin) for the records listed, in turn: 0.318, 0.000, 1.564, 0.000 eV.